Entry 1:
24
Properties=species:S:1:pos:R:3:lowdin_charge:R:1 method="wB97M-V/def2-TZVPD" smiles=Cc1ccccc1.CCO spin_multiplicity=1 homo_ev=-9.07
C 1.019 -1.791 -1.248 -0.05
O -3.550 -1.011 -0.084 -0.08
H 1.458 -1.512 -2.213 0.08
H 1.489 -2.752 -1.065 0.08
C 1.854 1.609 0.135 -0.10
C -2.577 -0.204 -0.750 -0.30
C 1.646 -0.975 1.079 -0.05
C 1.318 -0.704 -0.247 -0.28
C -2.151 0.997 0.068 -0.07
H 2.211 2.226 2.123 0.10
H -0.052 -1.981 -1.328 0.06
H -1.719 -0.842 -0.942 0.08
H 2.297 -0.173 2.947 0.10
C 2.118 1.356 1.480 -0.10
H -1.073 1.089 0.208 0.05
H -2.969 0.044 -1.747 0.11
H 2.040 2.585 -0.286 0.10
H -4.254 -0.437 0.229 0.08
C 1.357 0.623 -0.698 -0.08
H 1.683 -2.019 1.343 0.11
H 0.936 0.798 -1.679 0.11
C 1.917 0.067 1.953 -0.09
H -2.377 1.989 -0.335 0.07
H -2.623 1.016 1.056 0.08

---

Entry 2:
24
Properties=species:S:1:pos:R:3:lowdin_charge:R:1 method="wB97M-V/def2-TZVPD" smiles=Cc1ccc(O)cc1.CC spin_multiplicity=1 homo_ev=-8.47
H 1.212 -1.373 -0.748 0.11
C -0.936 1.079 -1.720 -0.29
O 2.973 0.626 -0.331 0.04
H -3.060 0.773 -1.558 0.07
H -2.575 2.239 -2.485 0.08
H 0.362 -3.173 3.259 0.06
H -2.403 0.630 -3.188 0.08
H -0.479 3.188 -1.440 0.11
C 1.139 2.003 -0.882 -0.01
H 0.441 -1.574 4.086 0.06
H -0.539 -2.137 1.252 0.06
C 1.664 0.733 -0.722 -0.34
C -0.159 2.153 -1.362 -0.05
H -0.043 -0.459 1.874 0.06
H -1.030 -1.070 -1.615 0.12
C 0.568 -2.105 3.153 -0.16
C -0.365 -1.475 2.102 -0.17
H -1.359 -1.346 2.553 0.06
C -0.399 -0.193 -1.481 -0.05
H 1.749 2.845 -0.583 0.12
C -2.349 1.195 -2.251 -0.05
H 3.112 -0.162 0.205 0.10
C 0.870 -0.376 -0.967 -0.05
H 1.609 -2.019 2.850 0.05

---

Entry 3:
24
Properties=species:S:1:pos:R:3:lowdin_charge:R:1 method="wB97M-V/def2-TZVPD" smiles=Cc1ccc(O)cc1.CC spin_multiplicity=1 homo_ev=-8.28
C -1.190 -0.225 -1.095 -0.02
C -2.528 -0.017 0.912 -0.30
H -4.594 -0.591 0.904 0.07
O 1.174 0.348 -0.846 0.02
H -4.196 1.055 1.735 0.08
H 4.829 -1.400 -2.013 0.06
C 4.089 -0.392 -0.191 -0.19
H -0.939 -0.583 -2.081 0.11
C -1.460 0.593 1.583 -0.04
H 1.132 0.466 -1.798 0.10
C -0.204 0.498 1.028 -0.01
H -3.325 -0.625 -0.948 0.11
H 3.286 -1.099 0.049 0.05
C 4.560 -0.418 -1.646 -0.16
C -2.410 -0.398 -0.413 -0.05
C -0.085 0.176 -0.348 -0.32
H -1.586 1.060 2.556 0.12
H 0.713 0.636 1.570 0.11
H 4.674 -0.991 0.530 0.06
H -3.995 -0.461 2.479 0.08
C -3.915 0.034 1.486 -0.07
H 5.475 0.175 -1.704 0.06
H 3.849 0.595 0.186 0.06
H 3.847 0.105 -2.281 0.05

---

Entry 4:
24
Properties=species:S:1:pos:R:3:lowdin_charge:R:1 method="wB97M-V/def2-TZVPD" smiles=Cc1ccc(O)cc1.CC spin_multiplicity=1 homo_ev=-8.45
C -0.518 -0.353 1.781 -0.04
C 1.966 3.708 -1.403 -0.17
H -0.600 0.234 2.692 0.11
H -3.514 0.696 1.307 0.08
C -1.714 -0.508 1.069 -0.29
C 1.535 2.519 -2.274 -0.17
H 1.645 -0.618 1.719 0.12
C -3.058 -0.219 1.674 -0.06
H -0.337 -1.853 -1.781 0.11
H 2.074 3.340 -0.364 0.06
H -2.986 -0.228 2.763 0.08
H 2.119 2.413 -3.192 0.06
H 1.172 4.450 -1.271 0.06
H 1.574 1.554 -1.778 0.05
H 1.699 -2.672 -1.000 0.10
H -2.571 -1.039 -0.768 0.11
O 1.868 -1.939 -0.404 0.03
C -1.640 -1.002 -0.219 -0.05
C 0.661 -1.426 0.031 -0.33
H -3.755 -1.020 1.428 0.08
H 0.502 2.664 -2.594 0.06
C -0.455 -1.457 -0.786 -0.02
C 0.673 -0.815 1.276 -0.02
H 2.963 4.036 -1.667 0.05

---

Entry 5:
24
Properties=species:S:1:pos:R:3:lowdin_charge:R:1 method="wB97M-V/def2-TZVPD" smiles=Cc1ccc(O)cc1.CC spin_multiplicity=1 homo_ev=-8.48
H -2.591 0.439 0.692 0.11
C 0.625 0.192 1.693 -0.05
H 1.343 -0.492 2.131 0.11
H 2.340 -1.025 -2.175 0.06
H -2.042 -1.897 1.373 0.07
H -1.872 2.548 -0.059 0.11
H -0.609 -1.463 -2.738 0.06
H -1.377 -1.661 2.961 0.08
H 0.071 4.006 -0.272 0.10
H -0.374 -2.361 1.616 0.08
C -1.125 -1.618 1.898 -0.05
C -0.698 -0.221 1.506 -0.30
H -0.084 -0.679 -1.214 0.03
H 1.435 -2.487 -1.510 0.06
C 0.182 2.289 0.604 -0.32
C -1.543 0.653 0.856 -0.06
O 0.750 3.432 0.091 0.04
H 0.303 0.095 -2.715 0.06
C 1.071 1.409 1.221 -0.02
C -1.126 1.915 0.409 -0.03
C 1.486 -1.699 -2.260 -0.16
H 1.571 -2.194 -3.226 0.05
H 2.099 1.700 1.368 0.12
C 0.168 -0.879 -2.250 -0.15

---

Entry 6:
24
Properties=species:S:1:pos:R:3:lowdin_charge:R:1 method="wB97M-V/def2-TZVPD" smiles=Cc1ccc(O)cc1.CC spin_multiplicity=1 homo_ev=-8.40
O -0.035 -2.259 -2.798 0.04
C 0.547 0.054 3.290 -0.17
H 1.751 0.516 0.275 0.11
C -0.132 -1.133 -2.028 -0.34
C 0.104 -0.266 4.709 -0.17
C 0.979 0.249 -0.437 -0.05
C -1.208 0.827 -1.192 -0.05
H 1.067 2.693 0.595 0.08
H 0.455 -0.793 2.610 0.06
H 0.018 0.890 2.847 0.04
C 0.037 2.440 0.311 -0.07
H -0.591 2.735 1.160 0.08
H 1.596 0.363 3.307 0.06
C 0.961 -0.892 -1.198 -0.01
C -1.250 -0.339 -1.968 -0.02
H -0.582 -1.115 4.716 0.06
H -0.745 -2.338 -3.454 0.11
H -2.079 1.468 -1.204 0.11
C -0.091 1.157 -0.467 -0.29
H 1.774 -1.619 -1.215 0.12
H -0.330 0.577 5.240 0.06
H 0.944 -0.604 5.304 0.06
H -0.104 3.227 -0.421 0.07
H -2.155 -0.563 -2.515 0.11

---

Entry 7:
24
Properties=species:S:1:pos:R:3:lowdin_charge:R:1 method="wB97M-V/def2-TZVPD" charge=+1 spin_multiplicity=2 homo_ev="-13.96 / -14.66"
H -0.704 -1.486 1.986 0.15
H -1.916 -1.406 -1.106 0.02
H -0.620 -0.733 3.487 0.10
H 1.441 -0.566 2.452 0.13
C -0.975 -0.498 2.499 -0.01
H -2.052 -0.576 2.366 0.10
C -0.735 -1.084 -2.822 -0.15
C 0.048 1.757 -0.196 0.05
C -0.248 0.489 1.707 -0.21
H -1.568 -0.424 -3.137 0.07
C -1.075 -1.867 -1.507 -0.15
H -1.852 1.043 0.257 0.17
H -0.291 -1.810 -0.781 0.03
C 1.135 0.312 1.927 0.04
H -0.290 2.341 -1.148 0.19
C 2.065 1.022 1.162 0.07
H -0.515 -1.863 -3.578 0.07
H 0.109 -0.350 -2.753 0.06
C 1.426 1.754 0.164 -0.23
H 3.145 2.351 -0.442 0.12
C -0.785 1.088 0.593 -0.02
O 2.227 2.510 -0.608 0.17
H -1.099 -2.952 -1.773 0.09
H 3.128 0.950 1.250 0.14

---

Entry 8:
25
Properties=species:S:1:pos:R:3:lowdin_charge:R:1 method="wB97M-V/def2-TZVPD" charge=-1 spin_multiplicity=2 homo_ev="0.78 / -3.21"
H -2.132 -3.711 0.360 0.07
C -0.612 -1.700 -0.960 -0.16
C -0.162 3.136 -0.929 -0.09
H 0.701 2.508 -1.229 0.07
O -0.196 2.346 1.373 -0.07
H -0.228 4.000 -1.583 0.05
C -2.033 -2.710 0.844 -0.11
H -2.953 -2.126 0.691 0.06
C 0.148 3.427 0.566 -0.35
C 0.629 -1.310 -1.519 -0.12
H 2.200 -0.911 1.462 0.08
C 0.319 -2.067 1.240 -0.15
H -1.150 2.223 1.374 0.09
C -0.770 -2.093 0.347 -0.39
H 2.618 -0.049 -1.772 0.08
O 2.786 -0.483 -0.882 -0.07
H -1.923 -2.826 1.921 0.05
H 0.373 -2.675 2.149 0.07
H -1.416 -2.007 -1.671 0.09
H 1.189 3.674 0.712 0.10
H -1.087 2.604 -1.170 0.07
H -0.329 4.393 0.903 0.10
C 1.651 -1.166 -0.539 -0.40
C 1.468 -1.384 0.838 -0.11
H 0.911 -1.092 -2.527 0.04

---

Listing electronic energy for the structures above in their given order: -426.539700; -426.562412; -426.530672; -426.552295; -426.564922; -426.555292; -426.220339; -501.722431 Eh.
Listing energy relative to the best compared isomer or geometry (same formula, charge and spin) for the structures above in their given order: 0.900; 0.282; 1.146; 0.558; 0.214; 0.476; 1.521; 0.839 eV.